Entry from the OMol25 dataset: one molecule with the formula C19H30N4O4S (wB97M-V/def2-TZVPD).

Values from the calculation:
Frontier orbital gap, Eh: 0.313
SMILES: Cc1cc(C(=O)N2CCCN(CCNC(=O)[C@@H]3CCS(=O)(=O)C3)CC2)[nH]c1C

The geometry in ORCA input format:
```
! RIJCOSX wB97M-V def2-TZVPD def2/J DEFGRID3
* xyz 0 1
C -1.35903 2.68949 -4.98431
C -0.36773 3.27024 -4.02355
C 0.05268 2.69345 -2.79886
C 0.95423 3.55909 -2.20897
C 1.69192 3.68836 -0.93233
O 2.13433 4.79477 -0.63370
N 1.88204 2.60440 -0.12490
C 2.40262 2.81034 1.21411
C 1.46839 2.25598 2.28850
C 1.37252 0.72356 2.28002
N 0.38361 0.12040 1.38577
C -0.93722 -0.02325 1.98082
C -1.72553 -1.15977 1.34687
N -1.05916 -2.43385 1.53211
C -1.37317 -3.24778 2.56931
O -2.29413 -3.01934 3.32986
C -0.47184 -4.47319 2.77951
C 0.18283 -5.06566 1.52054
C -0.92528 -5.77439 0.75842
S -1.88514 -6.60143 2.03021
O -3.28199 -6.35747 1.80553
O -1.40552 -7.94916 2.18615
C -1.27211 -5.61222 3.40393
C 0.29068 0.70306 0.05028
C 1.61062 1.23349 -0.50334
N 1.07873 4.62914 -3.05037
C 0.29513 4.47459 -4.14893
C 0.24770 5.50289 -5.22535
H -1.09521 2.91523 -6.01826
H -1.39675 1.60421 -4.88866
H -2.36902 3.06895 -4.81295
H -0.32453 1.76716 -2.40112
H 3.37969 2.31734 1.30246
H 2.55975 3.87700 1.34285
H 1.85423 2.57622 3.25951
H 0.47764 2.70746 2.18323
H 2.36542 0.32161 2.05073
H 1.13283 0.36569 3.28121
H -0.81347 -0.26177 3.03847
H -1.53161 0.90470 1.91906
H -2.70937 -1.22807 1.80600
H -1.87093 -0.99402 0.27812
H -0.19866 -2.57336 1.03370
H 0.29698 -4.14415 3.48401
H 0.68283 -4.32322 0.89849
H 0.95226 -5.77763 1.82494
H -1.60336 -5.06965 0.27663
H -0.59408 -6.52595 0.04623
H -0.63479 -6.28225 3.97888
H -2.11719 -5.27558 3.99783
H -0.09343 -0.05907 -0.63516
H -0.43291 1.53611 0.02124
H 1.61023 1.16502 -1.58649
H 2.44167 0.61017 -0.15931
H 1.64928 5.42551 -2.81658
H -0.46752 5.21367 -5.99275
H -0.06109 6.47459 -4.83471
H 1.22092 5.62837 -5.70491
*
```

Entry from the OMol25 dataset: C19H30N4OS as an isolated structure (wB97M-V/def2-TZVPD).

Values from the calculation:
Frontier orbital gap, Eh: 0.278

The geometry in ORCA input format:
```
! RIJCOSX wB97M-V def2-TZVPD def2/J DEFGRID3
* xyz 0 1
C 0.77809 0.43597 5.17444
H -0.35111 0.46306 5.16274
H 1.05690 1.53293 4.68177
H 1.20231 0.41664 6.18131
C 1.30669 -0.34972 4.33723
C 1.03414 -1.97714 4.88362
H 1.44793 -2.84884 4.32894
H 0.06534 -2.00166 4.78750
H 1.53491 -1.98485 5.80624
C 0.76252 -0.30318 2.84688
H 1.10196 0.63375 2.48880
H -0.08529 -0.50283 2.85930
C 1.40954 -1.02671 1.87253
N 1.16427 -0.99215 0.32176
C -0.20797 -1.16952 0.12596
C -0.50746 -1.41894 -1.29972
N -0.41047 0.04363 -1.80042
C 1.07328 0.35324 -1.55215
H 1.29539 1.47735 -2.15424
C 1.40999 0.27651 -0.11832
C 2.89727 0.94353 0.16122
H 3.09536 0.80038 1.23512
H 3.03940 1.74669 -0.41684
C 3.91250 -0.27531 -0.40560
O 4.36059 0.44367 -1.91120
H 4.78432 -0.32164 -2.20960
H 3.39876 -1.06007 -0.25467
H 4.91011 -0.01764 0.02197
H 0.70869 1.03582 0.43986
H 1.74078 -0.30464 -2.12418
C -0.52287 0.20288 -3.38274
C -1.99180 -0.01291 -3.51379
C -2.56654 -1.10531 -4.42610
C -4.03759 -0.93974 -4.19521
C -4.28859 0.00871 -3.34470
N -2.99294 0.44014 -3.10897
C -3.03182 1.73655 -2.09205
N -4.20853 2.02286 -1.82233
C -3.87889 3.21658 -0.93277
C -2.52359 3.15069 -0.41809
S -1.83462 1.93266 -1.09736
H -2.18584 3.70335 0.37418
H -4.70148 3.86779 -0.55228
H -5.26982 0.39519 -2.93168
H -4.54477 -1.57037 -4.80137
H -2.14675 -1.70076 -5.05899
H -0.13473 -0.45742 -3.92183
H -0.59746 1.25867 -3.56142
H -1.44636 -1.51605 -1.68190
H 0.29811 -2.11629 -1.81004
H -0.40447 -2.25432 0.46759
H -0.92685 -0.54386 0.52515
H 2.53748 -0.95873 1.67399
H 1.15378 -2.30252 1.97320
H 2.31819 -0.50610 4.16927
*
```

Entry from the OMol25 dataset: a 2-piece molecular cluster, C19H30N5O4 overall (wB97M-V/def2-TZVPD).

Values from the calculation:
Frontier orbital gap, Eh: 0.271

The geometry in ORCA input format:
```
! RIJCOSX wB97M-V def2-TZVPD def2/J DEFGRID3
* xyz -1 1
O -2.44925 -5.00058 -0.22308
O -1.21829 2.46195 -1.85475
O -4.68193 -2.83219 -3.04274
O -0.54498 0.91031 -3.29776
N 2.22751 2.51824 0.77920
C -2.58060 -4.07244 -1.00858
C -1.33760 1.36519 -2.44274
C -4.57025 -1.81636 -2.36140
C 2.82080 1.32336 0.67665
C 1.77551 3.11867 -0.33553
C 3.04116 0.71813 -0.56798
C 1.95921 2.55773 -1.59925
C 2.60203 1.33753 -1.73216
N -5.39709 -0.77490 -2.53561
N 3.21948 0.69933 1.86650
N 3.77496 -0.55994 4.41664
N -3.12469 -2.93856 -0.56252
C -2.08170 -4.25604 -2.42828
C 1.06589 4.43318 -0.21127
C -6.44285 -0.72378 -3.55460
C 4.18676 1.58096 5.48147
C -2.59051 0.54405 -2.12930
C 3.47640 -0.75976 1.93622
C 3.14878 -1.33659 3.32679
C 3.73713 1.51202 2.99583
C 3.41903 0.87170 4.36945
C -2.24813 -0.87466 -1.65516
C -3.49801 -1.68512 -1.25108
H 3.53926 -0.23790 -0.64298
H 1.53408 3.04532 -2.47118
H 2.71205 0.87452 -2.70945
H -5.21858 0.06081 -1.99889
H 3.53260 -0.95654 5.32348
H -3.34779 -2.98577 0.41610
H -2.25493 -3.38035 -3.04056
H -2.61228 -5.09449 -2.87207
H -1.01507 -4.46108 -2.39848
H -0.00785 4.28780 -0.35884
H 1.43217 5.13513 -0.96457
H 1.22864 4.86395 0.77970
H -5.99041 -0.83486 -4.54258
H -7.14848 -1.54221 -3.40000
H -6.97093 0.22906 -3.50500
H 5.26540 1.48321 5.32537
H 3.93503 1.14447 6.45217
H 3.92961 2.64393 5.50275
H -3.19044 1.03915 -1.36071
H -3.18857 0.48763 -3.03986
H 4.52848 -0.95215 1.70386
H 2.86269 -1.29657 1.20572
H 3.48692 -2.37637 3.37507
H 2.06193 -1.33243 3.46005
H 3.31764 2.52283 2.98965
H 4.82165 1.60706 2.88369
H 2.34475 0.97295 4.55588
H -1.58694 -0.80179 -0.78987
H -1.71137 -1.38491 -2.45119
H -3.97803 -1.08181 -0.48222
*
```

Entry from the OMol25 dataset: a 2-piece molecular cluster, C19H31BFN2O7 overall (wB97M-V/def2-TZVPD).

Values from the calculation:
Frontier orbital gap, Eh: 0.248

The geometry in ORCA input format:
```
! RIJCOSX wB97M-V def2-TZVPD def2/J DEFGRID3
* xyz 1 1
C 7.20897 -1.98955 -0.36752
C 5.76861 -2.79132 -0.08482
C 4.91746 -2.68221 -1.48191
C 3.30109 -2.91216 -1.33220
O 2.69535 -2.17004 -0.17683
C 1.22767 -2.38485 -0.40412
C 0.26162 -1.26827 -1.12738
B 0.88407 0.20071 -1.60295
O 1.20014 0.47697 -3.01803
C 1.07792 1.31330 -0.36276
C 0.79966 2.85959 -0.83168
C -1.32567 -1.64707 -1.36233
C -2.24820 -0.51460 -2.12683
O -2.53262 0.69901 -1.57728
O -2.79997 -0.92088 -3.46011
C -1.83614 -3.12337 -0.85499
C -3.40824 -3.61105 -1.09222
C -4.43337 -2.50594 -0.44743
C -5.57958 -1.85355 -1.46152
N -4.26122 -2.15981 0.87019
C -0.78105 -4.14247 -0.09953
O -1.16391 -5.46936 0.41256
N 0.69426 -3.73291 0.09177
F 1.56703 -4.59710 0.72466
H 7.12577 -1.30728 -1.34240
H 8.08292 -2.74525 -0.58707
H 7.40401 -1.26736 0.53272
H 6.09136 -3.93297 0.04719
H 5.21207 -2.39906 0.86899
H 5.31399 -3.56527 -2.18038
H 5.10522 -1.68705 -2.08998
H 2.80327 -2.41171 -2.29493
H 2.98777 -4.04220 -1.33134
H 1.02916 1.43607 -3.26525
H 0.25328 1.03033 0.44794
H 2.12030 1.14148 0.15227
H 1.79794 3.43437 -1.04240
H 0.01781 2.94956 -1.72428
H 0.28484 3.40960 0.08790
H -3.23056 -1.84010 -3.36696
H -3.51414 -3.74197 -2.26996
H -3.53305 -4.65440 -0.52920
H -5.80600 -2.57972 -2.35449
H -6.51725 -1.64157 -0.77543
H -5.10863 -0.83925 -1.87702
H -4.99076 -1.43163 1.06155
H -1.52164 -6.06411 -0.31003
O 0.28244 3.75821 2.18940
C -0.61181 4.40601 2.72520
O -1.40260 5.22024 1.99021
C -2.58921 5.86967 2.48266
C -2.24496 7.17548 3.16912
C -0.78650 4.37959 4.21719
H -3.17029 5.19640 3.12146
H -3.21333 6.07769 1.60705
H -1.61159 7.01614 4.04473
H -3.15366 7.69488 3.48910
H -1.68614 7.82882 2.48979
H -0.09603 5.09160 4.67155
H -0.55465 3.37130 4.57411
H -1.80321 4.59047 4.54425
*
```

| no. | F_max (eV/A) |
| --- | --- |
| 1 | 0.18 |
| 2 | 18.72 |
| 3 | 2.04 |
| 4 | 10.03 |